This record from the Open Molecules 2025 dataset describes C51H110F9N7O10 as an isolated structure in a non-equilibrium geometry. The level of theory is ωB97M-V with the def2-TZVPD basis set.

Last column: Löwdin charge in e.
Cartesian coordinates (Å):
C1 0.5624 -21.0329 29.4124  -0.079
C2 -0.4631 -20.7560 28.2998  -0.240
C3 -0.1272 -19.4689 27.5574  -0.193
C4 1.1396 -19.7829 26.8188  -0.134
N1 1.4158 -18.7895 25.6902  -0.257
C5 0.2243 -18.7102 24.6840  -0.056
C6 0.9343 -18.1811 23.4181  -0.146
C7 2.3750 -18.7028 23.4856  -0.124
C8 2.6455 -19.2240 24.9361  -0.082
C9 1.7260 -17.3903 26.1766  0.034
H1 0.2522 -21.8666 30.0481  0.089
H2 0.6986 -20.1620 30.0417  0.083
H3 1.5515 -21.3374 29.0625  0.074
H4 -1.4269 -20.5308 28.7590  0.116
H5 -0.5628 -21.5699 27.5856  0.098
H6 -0.0637 -18.6286 28.2392  0.127
H7 -0.8751 -19.2877 26.7707  0.101
H8 1.1191 -20.7777 26.3753  0.141
H9 2.0247 -19.7660 27.4615  0.142
H10 -0.5137 -17.9895 25.0362  0.129
H11 -0.1461 -19.7200 24.5920  0.115
H12 0.9208 -17.0939 23.4143  0.093
H13 0.4765 -18.5659 22.5115  0.116
H14 3.1016 -17.9610 23.1709  0.115
H15 2.5115 -19.5433 22.8036  0.120
H16 3.5532 -18.8733 25.4453  0.144
H17 2.7328 -20.3125 24.9848  0.136
H18 0.8336 -16.9407 26.5944  0.103
H19 2.0950 -16.8191 25.3204  0.107
H20 2.4807 -17.4674 26.9497  0.115
C10 -4.5826 -12.7697 15.4591  -0.086
C11 -3.4504 -13.7060 15.8274  -0.252
C12 -2.4473 -13.0775 16.7753  -0.213
C13 -1.6185 -14.1436 17.4178  -0.142
N2 -0.4475 -13.5864 18.1491  -0.248
C14 0.0375 -14.5504 19.1660  -0.124
C15 1.0128 -13.6945 19.9317  -0.159
C16 0.3433 -12.2725 20.0365  -0.108
C17 -0.8334 -12.3053 19.0038  -0.025
C18 0.7188 -13.2248 17.1817  0.064
H21 -5.2422 -12.4817 16.2909  0.071
H22 -5.2364 -13.2194 14.7189  0.081
H23 -4.2371 -11.8204 15.0667  0.082
H24 -3.0406 -14.2275 14.9494  0.125
H25 -3.9251 -14.5073 16.4107  0.095
H26 -2.9670 -12.4785 17.5338  0.109
H27 -1.8302 -12.2947 16.3068  0.124
H28 -1.2824 -14.9106 16.7113  0.152
H29 -2.2548 -14.6231 18.1823  0.137
H30 0.4349 -15.4657 18.7237  0.151
H31 -0.8183 -14.7784 19.7907  0.116
H32 1.9742 -13.6852 19.4313  0.108
H33 1.2807 -13.9894 20.9407  0.096
H34 1.0395 -11.4710 19.7734  0.118
H35 -0.0160 -12.1483 21.0570  0.084
H36 -0.7980 -11.4993 18.2484  0.143
H37 -1.7709 -12.4401 19.5274  0.122
H38 0.3619 -12.5673 16.3882  0.110
H39 1.0995 -14.1490 16.7498  0.119
H40 1.5322 -12.6584 17.6238  0.103
C19 -11.5948 -17.2089 14.7212  -0.095
C20 -10.6930 -18.1721 15.3952  -0.297
C21 -10.3256 -17.5704 16.6866  -0.227
C22 -9.2709 -18.4734 17.2542  -0.148
N3 -8.6776 -17.9344 18.5019  -0.245
C23 -7.8594 -16.6259 18.2863  -0.061
C24 -7.0664 -16.5217 19.5678  -0.125
C25 -6.7532 -18.0319 19.9329  -0.140
C26 -7.6447 -18.9191 19.0725  -0.087
C27 -9.7318 -17.7519 19.6082  0.051
H41 -12.0824 -17.5516 13.8010  0.095
H42 -10.9612 -16.3629 14.4613  0.086
H43 -12.3379 -16.8921 15.4586  0.087
H44 -9.7670 -18.2447 14.8095  0.124
H45 -11.0583 -19.1932 15.4974  0.129
H46 -11.1996 -17.4483 17.3223  0.126
H47 -9.9255 -16.5749 16.4845  0.128
H48 -8.4510 -18.5657 16.5399  0.139
H49 -9.6484 -19.4863 17.4674  0.157
H50 -8.5231 -15.7727 18.1487  0.128
H51 -7.2825 -16.7786 17.3666  0.150
H52 -7.7222 -16.0752 20.3193  0.096
H53 -6.1685 -15.9525 19.4000  0.089
H54 -6.8798 -18.2141 20.9951  0.095
H55 -5.7305 -18.3141 19.7104  0.092
H56 -8.1837 -19.6941 19.6073  0.131
H57 -7.1034 -19.3984 18.2449  0.143
H58 -10.2904 -18.6705 19.7798  0.119
H59 -10.3910 -16.9270 19.3120  0.107
H60 -9.2103 -17.5641 20.5461  0.096
C28 -2.9266 -21.5937 21.6917  0.027
C29 -4.3845 -21.2653 21.5794  -0.515
O1 -4.9327 -20.6191 20.7727  0.136
N4 -5.1192 -21.8501 22.6439  -0.011
H61 -4.7806 -22.6482 23.1679  0.160
H62 -4.6390 -21.0989 23.8103  0.234
C30 -6.5226 -21.7154 22.5998  -0.060
H63 -2.7043 -22.6321 21.9364  0.099
H64 -2.5811 -20.8783 22.4323  0.065
H65 -2.4833 -21.2578 20.7435  0.105
H66 -6.7961 -20.6518 22.5921  0.098
H67 -7.0761 -22.2961 23.3230  0.111
H68 -6.8134 -22.0458 21.5984  0.101
C31 -7.8633 -14.4562 22.9548  0.035
C32 -6.8552 -15.3540 23.5638  -0.421
O2 -6.6666 -16.4682 23.3855  0.184
N5 -5.8873 -14.6638 24.5624  0.063
H69 -4.9267 -14.3071 24.1839  0.143
H70 -6.4431 -13.8591 24.8526  0.147
C33 -5.6633 -15.5921 25.7162  0.018
H71 -7.4744 -13.8962 22.0936  0.085
H72 -8.1655 -13.6651 23.6487  0.105
H73 -8.7505 -15.0427 22.7060  0.105
H74 -6.6474 -15.9225 26.0295  0.116
H75 -4.9478 -15.1125 26.3971  0.114
H76 -5.1403 -16.3985 25.2118  0.069
C34 -2.7591 -11.8079 26.3685  0.014
C35 -3.2950 -10.6257 25.6275  -0.442
O3 -3.1359 -9.4900 25.7445  0.195
N6 -4.0856 -11.1484 24.4190  -0.050
H77 -3.6335 -12.3761 23.9899  0.102
H78 -4.9754 -11.5136 24.7585  0.138
C36 -4.2631 -10.1705 23.3322  -0.028
H79 -2.3739 -11.4367 27.3152  0.098
H80 -1.9939 -12.2490 25.7324  0.062
H81 -3.4768 -12.6275 26.4805  0.091
H82 -5.0241 -10.5845 22.6584  0.105
H83 -3.2793 -10.0926 22.8633  0.095
H84 -4.5710 -9.2186 23.7856  0.102
C37 1.1338 -8.5806 26.0192  0.039
C38 0.9292 -9.9906 26.1868  -0.363
O4 0.1115 -10.7109 26.5900  0.204
N7 2.2824 -10.7746 25.8144  0.084
H85 2.6346 -10.2817 24.9750  0.175
H86 2.9818 -10.7970 26.5806  0.201
C39 2.0145 -12.1866 25.4148  -0.014
H87 1.6788 -8.1705 26.8845  0.142
H88 0.1816 -8.0142 25.9939  0.133
H89 1.5784 -8.2921 25.0730  0.111
H90 1.4040 -12.5778 26.2258  0.095
H91 2.8907 -12.8287 25.4208  0.108
H92 1.4573 -12.2628 24.4664  0.098
C40 -2.5331 -14.2135 23.1794  -0.422
O5 -2.6422 -15.6140 23.2322  -0.071
O6 -3.4430 -13.5368 23.8992  -0.086
C41 -1.1119 -13.9741 23.5681  -0.564
F1 -0.3405 -14.7577 22.7155  0.094
F2 -0.8046 -12.6979 23.3358  0.142
F3 -0.7875 -14.3182 24.8014  0.179
C42 -3.3022 -16.2684 22.0618  -0.152
C43 -3.5033 -17.7832 22.4577  -0.037
H93 -4.1111 -17.8328 23.3578  0.055
H94 -4.0541 -18.2790 21.6575  0.057
H95 -2.5629 -18.3416 22.5001  0.065
H96 -2.8248 -16.1545 21.0737  0.114
H97 -4.3672 -15.8985 21.9231  0.115
H98 -2.5070 -13.8326 22.1319  0.173
C44 -6.9815 -12.5972 18.8749  -0.464
O7 -8.0118 -12.9789 20.0077  -0.178
O8 -6.9481 -11.3145 18.5243  -0.135
C45 -5.6821 -13.0774 19.3892  -0.612
F4 -5.2763 -14.0297 18.4114  0.023
F5 -4.7779 -12.1899 19.4390  0.193
F6 -5.7202 -13.6420 20.6037  0.102
C46 -9.3981 -12.7944 19.6339  -0.263
C47 -10.3550 -13.4947 20.6194  -0.089
H99 -10.2195 -14.5879 20.6089  0.048
H100 -10.2577 -13.1379 21.6436  0.061
H101 -11.3648 -13.1617 20.3914  0.080
H102 -9.6403 -13.1862 18.6240  0.116
H103 -9.7076 -11.7424 19.6320  0.119
H104 -7.1350 -13.2877 17.9713  0.144
C48 -5.5761 -19.8592 25.5039  -0.399
O9 -4.1825 -20.4472 24.9039  -0.149
O10 -6.5248 -20.7586 25.7021  -0.074
C49 -5.2188 -19.2189 26.7376  -0.657
F7 -6.2064 -18.4050 27.0673  0.175
F8 -4.9139 -19.8759 27.7735  0.251
F9 -4.1149 -18.3651 26.4342  0.037
C50 -3.6336 -21.4320 25.7385  -0.245
C51 -2.3727 -22.1324 25.1384  -0.055
H105 -2.5301 -22.8836 24.3511  0.065
H106 -1.5902 -21.4310 24.8331  0.050
H107 -1.9257 -22.7881 25.8906  0.080
H108 -4.3571 -22.1941 26.0554  0.143
H109 -3.2242 -20.9241 26.6253  0.110
H110 -5.7635 -19.0664 24.6071  0.173

Calculated values
E_tot = -4042.20693 Ha
Multiplicity = 1
Energy above the lowest of the compared OMol25 structures with the same formula, charge and spin = 66.3 kcal/mol
Charge = +4
LUMO energy = -8.4686 eV
Gap between HOMO and LUMO = 4.60 eV
M = 1152.46 g mol⁻¹



This record from the Open Molecules 2025 dataset describes a 2-piece molecular cluster, C3H13N2O overall in a non-equilibrium geometry. The level of theory is ωB97M-V with the def2-TZVPD basis set.

Last column: natural (NBO) charge in e.
Cartesian coordinates (Å):
N1 -1.4575 0.0824 -0.6775  -0.670
C1 -0.3181 -0.8182 -0.2883  -0.053
C2 0.4153 -1.2082 -1.6298  -0.635
C3 0.6774 -0.1470 0.7165  -0.238
N2 1.3007 -1.3099 1.3470  -0.849
H1 -2.0333 0.1928 0.1222  0.433
H2 -1.1806 0.9434 -1.1641  0.455
H3 -2.1560 -0.2124 -1.3236  0.431
H4 -0.7820 -1.7046 0.0866  0.237
H5 0.4588 -0.2975 -2.2081  0.211
H6 1.4553 -1.2365 -1.2449  0.234
H7 0.0229 -2.1804 -2.1331  0.257
H8 0.0859 0.4100 1.4949  0.215
H9 1.4982 0.4703 0.2493  0.212
H10 1.6028 -1.0915 2.2833  0.383
H11 2.0796 -1.7000 0.8682  0.371
H12 -0.9112 2.8771 1.3211  0.483
H13 0.0331 3.5587 0.3810  0.498
O1 -0.4655 2.7004 0.4738  -0.976

Calculated values
E_tot = -306.57853 Ha
Multiplicity = 1
Energy above the lowest of the compared OMol25 structures with the same formula, charge and spin = 35.9 kcal/mol
Charge = +1
LUMO energy = -3.3358 eV
Gap between HOMO and LUMO = 9.82 eV
M = 93.15 g mol⁻¹



This record from the Open Molecules 2025 dataset describes a 2-piece molecular cluster, C6H12O overall in a non-equilibrium geometry. The level of theory is ωB97M-V with the def2-TZVPD basis set.

Last column: Mulliken spin population.
Cartesian coordinates (Å):
C1 -2.1100 2.0031 0.6726  0.022
C2 -1.3140 0.7588 0.5432  0.201
C3 -1.1792 0.0976 -0.6914  0.337
C4 -2.3388 -0.1804 -1.5396  0.036
C5 0.5939 -0.5007 1.4668  0.249
C6 -0.3074 0.4939 1.5527  0.011
H1 -1.5868 2.6190 1.4013  -0.001
H2 -2.1346 2.6052 -0.2310  0.007
H3 -3.1037 1.9142 1.1204  0.028
H4 -0.1681 -0.0670 -1.0412  0.023
H5 -2.6943 -1.2094 -1.3705  0.043
H6 -3.1693 0.4840 -1.3146  -0.001
H7 -2.1348 -0.1063 -2.6134  0.019
H8 0.8146 -1.2256 0.6837  0.008
H9 1.2949 -0.7074 2.2561  0.012
H10 -0.6268 0.8599 2.5222  0.007
H11 4.8607 -1.4405 -0.9280  0.000
H12 6.2741 -2.0474 -1.3228  0.000
O1 5.3225 -2.1835 -1.3246  0.000

Calculated values
E_tot = -310.67770 Ha
Multiplicity = 2
Energy above the lowest of the compared OMol25 structures with the same formula, charge and spin = 24.8 kcal/mol
Charge = +1
LUMO energy (spin up / spin down) = -5.5620 / -7.2546 eV
Expectation value of S² = 0.773
Gap between HOMO and LUMO (spin up / spin down) = 8.10 / 6.40 eV
M = 100.16 g mol⁻¹